Entry from the OMol25 dataset: an isolated molecule of C5H7PS at a distorted geometry (ωB97M-V/def2-TZVPD).

Bonds (Å) are listed after each position.
Cartesian coordinates (Å):
1 S -2.298 0.003 -1.972  P2 2.132, H9 1.363
2 P -1.298 -1.130 -0.467  S1 2.132, C6 1.808, C7 1.874
3 C -0.250 0.513 1.404  C4 1.447, C7 1.338, H13 1.085
4 C 0.785 0.198 0.442  C3 1.447, C5 1.330, C6 1.452
5 C 2.032 0.575 0.709  C4 1.330, H8 1.110, H14 1.102
6 C 0.413 -0.599 -0.713  P2 1.808, C4 1.452, H11 1.113, H12 1.156
7 C -1.432 0.046 0.986  P2 1.874, C3 1.338, H10 1.102
8 H 2.695 0.390 -0.162  C5 1.110
9 H -2.062 -1.014 -2.849  S1 1.363
10 H -2.458 0.059 1.389  C7 1.102
11 H 0.470 -0.044 -1.676  C6 1.113
12 H 1.246 -1.376 -0.910  C6 1.156
13 H -0.153 1.240 2.203  C3 1.085
14 H 2.311 1.137 1.615  C5 1.102

Properties
- E_tot (Eh) = -934.092064
- E_LUMO (spin up / spin down) (eV) = 0.898 / -2.345
- spin multiplicity = 3
- relative energy (zero: lowest compared OMol25 entry of this formula, charge and spin) (kJ/mol) = 155.9
- HOMO (spin up / spin down) (Eh) = -0.1954 / -0.3255
- frontier orbital gap (spin up / spin down) (eV) = 6.22 / 6.51